No. 1
# C20H33ClF5N2O3S2

An isolated ion of composition C20H33ClF5N2O3S2 and charge +1 at a distorted geometry (wB97M-V/def2-TZVPD, the Open Molecules 2025 dataset).

```
66
Properties=species:S:1:pos:R:3
C 5.509 -2.148 -0.048
C 6.356 -0.958 0.405
N 5.676 0.359 0.425
C 5.947 1.190 -0.756
C 5.745 0.533 -2.123
C 4.412 0.371 0.942
S 4.023 -0.334 2.376
S 3.171 1.250 0.002
C 1.683 0.447 0.627
C 0.489 0.919 -0.218
C -0.605 -0.172 -0.271
C -2.017 0.403 -0.226
C -2.335 1.143 1.087
C -1.467 0.878 2.332
O -2.213 1.389 3.436
C -2.777 0.382 4.201
C -1.894 -0.180 5.276
O -3.898 0.022 3.980
C -2.286 1.270 -1.527
C -2.850 2.675 -1.340
C -1.803 3.781 -1.203
F -2.030 4.749 -2.170
O -3.209 0.605 -2.384
C -2.752 -0.678 -2.749
C -2.976 -1.612 -1.559
C -4.246 -2.515 -1.659
F -4.748 -2.442 -2.900
F -5.195 -2.023 -0.818
C -3.985 -4.007 -1.317
F -5.104 -4.552 -0.848
F -3.624 -4.621 -2.460
N -3.043 -0.774 -0.314
Cl -2.942 -1.815 1.077
H 6.144 -2.830 -0.620
H 5.137 -2.712 0.805
H 4.686 -1.859 -0.701
H 7.246 -0.833 -0.211
H 6.711 -1.151 1.420
H 5.378 2.118 -0.679
H 6.996 1.490 -0.679
H 4.868 -0.113 -2.155
H 6.621 -0.050 -2.410
H 5.610 1.303 -2.885
H 1.822 -0.629 0.527
H 1.531 0.701 1.673
H 0.826 1.147 -1.233
H 0.079 1.844 0.192
H -0.459 -0.738 -1.196
H -0.438 -0.879 0.544
H -3.356 0.887 1.397
H -2.341 2.220 0.955
H -0.539 1.448 2.281
H -1.227 -0.176 2.475
H -1.814 -1.258 5.132
H -0.913 0.287 5.277
H -2.375 0.005 6.237
H -1.343 1.353 -2.081
H -3.414 2.890 -2.250
H -3.572 2.719 -0.524
H -1.831 4.270 -0.225
H -0.786 3.403 -1.354
H -1.695 -0.649 -3.035
H -3.323 -0.997 -3.614
H -2.113 -2.272 -1.447
H -3.160 -4.139 -0.614
H -3.970 -0.335 -0.280
```

Calculated values
M, g/mol: 544.1
Net charge: +1
Frontier orbital gap, eV: 6.29
LUMO, eV: -4.4
Strongest force on any atom, eV/A: 1.655
SMILES: CCN(CC)C(=S)SCCC[C@@]1(CCOC(C)=O)[C@H](CCF)OC[C@H](C(F)(F)C(F)F)[N@H+]1Cl

Here are the Löwdin charges for atoms 1 to 4, given in e: -0.09 -0.22 -0.20 -0.26

---

No. 2
# C20H33ClIN2O7P

A 3-piece molecular cluster, C20H33ClIN2O7P overall at a distorted geometry (wB97M-V/def2-TZVPD, the Open Molecules 2025 dataset).

```
65
Properties=species:S:1:pos:R:3
O 2.932 -0.709 -0.126
P 2.582 -1.519 -1.629
Cl 3.083 -0.203 -3.269
C 0.646 -1.727 -1.621
C 0.089 -3.234 -1.364
N -1.383 -3.535 -1.345
C -2.248 -2.321 -1.534
C -3.879 -2.529 -1.512
I -4.760 -4.542 -1.230
C -4.936 -1.261 -1.703
C -4.321 0.248 -1.883
C -2.691 0.421 -1.892
C -1.603 -0.842 -1.744
N -0.149 -0.468 -1.824
H 2.033 -0.445 0.279
H 0.853 -4.128 -1.197
H -6.104 -1.487 -1.708
H -5.076 1.162 -2.018
H -2.251 1.521 -2.024
C -3.551 -1.271 2.148
O -4.731 -1.019 2.895
C -5.707 -0.295 2.147
C -7.114 -0.601 2.665
O -7.612 -1.877 2.238
C -7.016 -3.023 2.860
C -7.433 -3.203 4.322
O -6.716 -2.303 5.163
C -7.430 -1.983 6.346
H -3.045 -0.332 1.911
H -2.889 -1.893 2.754
H -3.788 -1.818 1.231
H -5.650 -0.553 1.081
H -5.493 0.771 2.271
H -7.800 0.138 2.235
H -7.185 -0.494 3.749
H -5.931 -3.018 2.742
H -7.387 -3.885 2.295
H -7.193 -4.222 4.651
H -8.514 -3.043 4.412
H -8.395 -1.529 6.099
H -6.846 -1.254 6.913
H -7.575 -2.876 6.960
C 4.679 2.009 -1.204
O 5.803 2.819 -1.514
C 6.619 3.080 -0.373
C 8.066 3.344 -0.798
O 8.783 2.150 -1.142
C 8.416 1.533 -2.383
C 8.880 2.322 -3.611
O 8.021 3.436 -3.845
C 8.680 4.494 -4.521
H 4.006 2.539 -0.526
H 4.151 1.788 -2.134
H 5.000 1.063 -0.761
H 6.596 2.232 0.324
H 6.215 3.966 0.125
H 8.598 3.765 0.062
H 8.130 4.085 -1.596
H 7.347 1.316 -2.416
H 8.931 0.567 -2.390
H 8.835 1.680 -4.500
H 9.913 2.653 -3.459
H 9.542 4.840 -3.941
H 7.980 5.327 -4.619
H 8.995 4.176 -5.518
```

Calculated values
M, g/mol: 606.8
Frontier orbital gap, eV: 6.64
LUMO, eV: -2.1
Strongest force on any atom, eV/A: 7.839
SMILES: OP(Cl)c1cnc2c(I)cccc2n1.COCCOCCOC.COCCOCCOC
Energy relative to the best compared isomer or geometry (same formula, charge and spin), kJ/mol: 1101.30

Here are the Löwdin charges for atoms 1 to 4, given in e: -0.41 0.63 0.14 -0.39

---

No. 3
# C20H33ClN2O4

A single C20H33ClN2O4 molecule at a distorted geometry (wB97M-V/def2-TZVPD, the Open Molecules 2025 dataset).

```
60
Properties=species:S:1:pos:R:3
C 1.613 2.199 -3.513
N 1.407 1.340 -2.371
C 0.509 1.823 -1.372
C -0.874 2.073 -1.877
O -0.823 3.190 -2.734
C -1.611 0.809 -2.390
N -2.369 0.817 -1.147
C -3.327 -0.058 -0.685
O -3.960 -0.767 -1.436
C -3.573 -0.064 0.798
C -2.340 -0.349 1.605
C -1.695 -1.742 1.438
C -1.393 -1.740 2.946
O -0.062 -1.342 3.187
C -2.459 -0.622 3.134
C -2.081 0.535 4.017
C -3.780 -1.184 3.556
C -1.904 2.127 -0.719
C 1.571 -0.033 -2.610
O 1.355 -0.533 -3.668
C 2.330 -0.842 -1.576
Cl 1.684 -2.517 -1.598
C 2.327 -0.349 -0.152
C 3.330 -1.064 0.729
C 4.724 -1.019 0.146
C 4.731 -1.570 -1.259
C 3.734 -0.859 -2.140
H 2.445 1.813 -4.093
H 0.745 2.268 -4.167
H 1.856 3.195 -3.149
H 0.440 1.120 -0.545
H 0.889 2.769 -0.958
H -1.672 3.266 -3.186
H -2.241 0.976 -3.270
H -1.007 -0.086 -2.534
H -4.051 0.884 1.102
H -4.314 -0.844 0.970
H -1.603 0.438 1.441
H -2.420 -2.513 1.200
H -0.839 -1.826 0.768
H -1.612 -2.678 3.480
H 0.083 -1.346 4.140
H -1.996 0.227 5.067
H -1.125 0.964 3.714
H -2.840 1.322 3.960
H -3.730 -1.514 4.597
H -4.566 -0.431 3.472
H -4.074 -2.046 2.950
H -1.482 2.176 0.293
H -2.672 2.893 -0.845
H 2.564 0.722 -0.150
H 1.335 -0.474 0.285
H 3.317 -0.607 1.718
H 3.016 -2.101 0.870
H 5.091 0.018 0.137
H 5.412 -1.587 0.777
H 5.725 -1.478 -1.701
H 4.499 -2.639 -1.234
H 3.705 -1.322 -3.124
H 4.058 0.182 -2.292
```

Calculated values
M, g/mol: 400.9
Frontier orbital gap, eV: 9.62
LUMO, eV: 0.5
Strongest force on any atom, eV/A: 1.643
SMILES: CN(CC1(O)CN(C(=O)C[C@@H]2C[C@@H](O)C2(C)C)C1)C(=O)C1(Cl)CCCCC1
Energy relative to the best compared isomer or geometry (same formula, charge and spin), kJ/mol: 86.70

Here are the Löwdin charges for atoms 1 to 4, given in e: -0.04 -0.08 -0.12 -0.44

---

No. 4
# C20H33ClN2O4

A single C20H33ClN2O4 molecule (wB97M-V/def2-TZVPD, the Open Molecules 2025 dataset).

```
60
Properties=species:S:1:pos:R:3
C 4.192 1.074 -2.234
N 3.140 0.838 -1.247
C 1.806 1.294 -1.579
C 1.151 0.647 -2.796
O 1.801 1.104 -3.956
C 0.924 -0.883 -2.663
N -0.479 -0.590 -2.398
C -1.503 -1.444 -2.144
O -1.372 -2.647 -2.280
C -2.781 -0.812 -1.625
C -2.568 -0.107 -0.293
C -2.181 -0.977 0.923
C -3.089 -0.108 1.803
O -2.302 0.849 2.492
C -3.791 0.423 0.514
C -4.022 1.923 0.431
C -5.082 -0.342 0.248
C -0.391 0.826 -2.756
C 3.351 -0.293 -0.453
O 3.954 -1.253 -0.878
C 3.020 -0.216 1.062
Cl 4.494 0.634 1.704
C 2.966 -1.627 1.650
C 2.688 -1.648 3.152
C 1.449 -0.836 3.520
C 1.550 0.588 2.980
C 1.789 0.593 1.471
H 5.154 0.873 -1.766
H 4.104 0.459 -3.130
H 4.151 2.123 -2.529
H 1.144 1.118 -0.738
H 1.828 2.376 -1.752
H 1.494 0.590 -4.710
H 1.094 -1.438 -3.591
H 1.436 -1.390 -1.846
H -3.195 -0.133 -2.379
H -3.491 -1.630 -1.512
H -1.850 0.707 -0.407
H -2.565 -1.994 0.837
H -1.132 -1.008 1.211
H -3.745 -0.643 2.498
H -2.888 1.437 2.977
H -4.774 2.253 1.153
H -3.102 2.476 0.623
H -4.382 2.197 -0.564
H -5.849 -0.043 0.966
H -5.463 -0.136 -0.755
H -4.950 -1.422 0.339
H -0.773 1.532 -2.016
H -0.823 1.049 -3.737
H 2.176 -2.169 1.116
H 3.897 -2.143 1.423
H 2.573 -2.685 3.474
H 3.555 -1.250 3.685
H 0.553 -1.315 3.108
H 1.319 -0.817 4.604
H 0.630 1.138 3.189
H 2.362 1.119 3.482
H 1.882 1.617 1.109
H 0.914 0.141 0.991
```

Calculated values
M, g/mol: 400.9
Frontier orbital gap, eV: 9.57
LUMO, eV: 0.4
Strongest force on any atom, eV/A: 0.453
SMILES: CN(CC1(O)CN(C(=O)C[C@@H]2C[C@@H](O)C2(C)C)C1)C(=O)C1(Cl)CCCCC1
Energy relative to the best compared isomer or geometry (same formula, charge and spin), kJ/mol: 52.18

Here are the Löwdin charges for atoms 1 to 4, given in e: -0.04 -0.08 -0.10 -0.43